Here is one molecule with the formula CH3ClN2O2 at a distorted geometry from the Open Molecules 2025 dataset. Energies are from ωB97M-V with the def2-TZVPD basis set.

The geometry in XYZ format:
```
9
Properties=species:S:1:pos:R:3:forces:R:3
C -0.105 0.018 0.111 -3.43 -4.32 0.55
N -1.719 0.067 -0.248 3.98 1.82 -0.18
Cl -2.521 1.577 -0.181 0.35 -0.65 0.06
N -2.409 -1.010 0.112 -1.69 -0.88 0.67
O -1.761 -1.974 0.417 0.78 -1.41 0.28
O -3.619 -0.989 0.086 -0.40 0.60 -0.19
H 0.395 0.491 -0.653 0.86 1.27 -1.58
H 0.036 0.406 1.096 0.01 0.44 0.48
H 0.118 -1.165 0.113 -0.46 3.13 -0.08
```
Positions in Å, forces in eV/Å.

The relative energy (zero: lowest compared OMol25 entry of this formula, charge and spin) is 3.124 eV. The LUMO energy comes out at 0.0033 Ha. For the total energy, the calculation gives -20677.8409 eV. Its HOMO-LUMO gap is 10.559 eV.